{
  "formula": "C31H27MgN5O2S2",
  "method": "wB97M-V/def2-TZVPD",
  "symbols": ["Mg", "C", "O", "C", "N", "C", "C", "C", "C", "C", "C", "C", "C", "C", "C", "C", "C", "N", "C", "N", "C", "C", "O", "C", "C", "C", "C", "C", "C", "H", "H", "H", "H", "H", "H", "H", "H", "H", "H", "H", "H", "H", "H", "H", "H", "H", "H", "H", "C", "C", "N", "C", "C", "S", "C", "C", "S", "C", "N", "C", "H", "H", "H", "H", "H", "H", "H", "H"],
  "coordinates": [[0.5077, 0.8060, 0.1264], [3.9845, 0.6563, 3.1182], [4.4642, 0.4368, 1.7407], [3.3733, 0.5537, 0.9592], [2.2557, 0.7377, 1.4968], [2.4371, 0.6508, 3.0035], [1.7263, -0.5458, 3.4942], [0.3686, -0.3730, 3.6795], [-0.4729, -1.3971, 4.0982], [0.0497, -2.6902, 4.2762], [1.4000, -2.8744, 4.0306], [2.2756, -1.8372, 3.6749], [3.5898, 0.4603, -0.4685], [4.7781, 0.3099, -1.1692], [4.7196, 0.4127, -2.5914], [3.4460, 0.5994, -3.2057], [2.3356, 0.7567, -2.3619], [2.4123, 0.6381, -1.0765], [0.9508, 1.0248, -2.8128], [-0.0673, 1.1888, -2.0389], [-1.2912, 1.4446, -2.9046], [-0.7049, 1.2516, -4.3223], [0.7080, 1.0101, -4.1096], [-2.4478, 0.4180, -2.7195], [-2.2698, -0.9378, -2.9203], [-3.3565, -1.7753, -2.9805], [-4.6126, -1.2811, -2.7337], [-4.8043, 0.0501, -2.4876], [-3.6961, 0.9096, -2.4621], [4.2657, 1.6942, 3.3993], [4.4385, -0.0361, 3.8224], [2.0161, 1.5839, 3.5029], [-0.0567, 0.6004, 3.5331], [-1.4805, -1.1478, 4.4365], [-0.6743, -3.4747, 4.6244], [1.9107, -3.8624, 4.1205], [3.3415, -2.0442, 3.6339], [5.7185, 0.3194, -0.6072], [5.7128, 0.4144, -3.0714], [3.4605, 0.7282, -4.2505], [-1.6409, 2.4586, -2.7419], [-0.7729, 2.1375, -4.9429], [-1.0567, 0.3892, -4.8789], [-1.2778, -1.1928, -3.2075], [-3.2409, -2.8315, -3.2025], [-5.3281, -2.0954, -2.7685], [-5.7836, 0.4880, -2.3046], [-3.8748, 1.9914, -2.3063], [0.7357, -2.9013, -0.6719], [-0.5350, -2.2231, -0.2480], [-0.6245, -0.9699, 0.0974], [-1.9376, -0.6434, 0.4302], [-2.8246, -1.7255, 0.3548], [-1.9882, -3.1144, -0.1462], [-2.2696, 0.6884, 0.9091], [-3.5286, 1.0815, 1.2170], [-3.4310, 2.6146, 1.9426], [-1.7731, 2.7090, 1.5737], [-1.2657, 1.6032, 1.0776], [-0.9400, 3.9509, 1.7132], [1.4792, -2.9935, 0.1528], [1.1791, -2.3799, -1.5594], [0.5077, -3.8847, -1.1320], [-3.8721, -1.7113, 0.5456], [-4.3541, 0.4099, 1.2509], [-1.2228, 4.4291, 2.7362], [-1.1529, 4.6636, 0.9435], [0.0809, 3.6722, 1.6887]],
  "lowdin_charge": [0.7838, -0.0259, 0.0534, -0.3302, 0.1250, -0.2079, -0.2080, -0.0652, -0.0620, -0.0639, -0.0761, -0.0060, -0.1521, 0.0687, 0.0462, 0.0808, -0.1708, 0.1094, -0.3039, 0.1166, -0.1543, -0.0323, 0.0511, -0.2050, -0.0670, -0.0944, -0.0799, -0.0496, -0.0401, 0.1440, 0.1325, 0.1717, 0.0995, 0.1149, 0.1314, 0.1259, 0.1148, 0.1417, 0.1382, 0.1174, 0.1446, 0.1406, 0.1359, 0.1135, 0.1182, 0.1216, 0.1186, 0.1312, -0.0551, -0.6255, 0.0276, -0.2997, -0.2978, 1.1567, -0.3637, -0.3027, 1.1690, -0.6126, 0.0252, -0.0392, 0.0997, 0.0900, 0.0877, 0.0830, 0.0897, 0.1321, 0.0817, 0.0571],
  "total_energy_ha": -2617.9018,
  "e_lumo_ev": -6.1,
  "charge": 2,
  "orbital_gap_ev": 7.77
}